1.
Molecular formula: C20H14AgI2N3O5
Method: DFT, ωB97M-V with the def2-TZVPD basis set

CARTESIAN COORDINATES (ANGSTROEM)
Ag 0.02624 -0.49427 -0.96702
O -0.06549 -4.70929 -2.44597
C -0.17363 -3.54440 -2.04221
O 0.75104 -2.73369 -1.81557
C -1.59934 -3.02633 -1.78654
C -2.69491 -3.59389 -2.42246
C -3.95359 -3.06481 -2.18371
C -4.06803 -2.00526 -1.29910
C -2.92137 -1.50122 -0.69444
N -1.71662 -2.00535 -0.94439
C -2.95812 -0.32202 0.30129
O -3.99179 -0.18949 0.96582
O -1.92857 0.38715 0.31723
H -2.52318 -4.42960 -3.08471
H -4.82803 -3.47157 -2.68318
H -5.02218 -1.55714 -1.06520
I -1.61063 6.84410 -0.82479
C -0.73751 4.90821 -0.93580
C -1.18642 4.00841 -1.88585
C -0.54335 2.79935 -1.97237
I -1.17696 1.28072 -3.31062
C 0.58045 2.43262 -1.19273
O 1.23585 1.36992 -1.38233
C 0.94404 3.38727 -0.18822
C 2.04654 2.97721 0.73959
N 1.62791 1.83892 1.54173
C 2.72833 1.03898 2.02958
C 2.38724 -0.41865 2.16675
C 2.71420 -1.11770 3.32514
C 2.49284 -2.48408 3.37166
C 1.95882 -3.10669 2.25406
C 1.64374 -2.32606 1.15079
N 1.84613 -1.01799 1.10869
C 0.29372 4.59069 -0.06789
H -2.02466 4.23736 -2.53072
H 2.31136 3.80691 1.41421
H 2.93811 2.73749 0.12438
H 1.03684 1.24665 0.95760
H 3.05661 1.44265 2.99840
H 3.59471 1.09397 1.33854
H 3.14840 -0.60235 4.17096
H 2.74496 -3.05477 4.25714
H 1.78588 -4.17391 2.23587
H 1.24243 -2.76063 0.24735
H 0.58800 5.28255 0.70900

Force components x, y, z for each atom (eV/Å):
0.188 -0.113 0.115
-0.243 -0.551 -0.219
0.030 0.054 -0.026
0.244 0.316 0.132
0.192 -0.250 -0.091
0.029 -0.106 -0.001
0.159 0.066 0.019
-0.085 0.003 0.090
-0.094 0.164 0.319
-0.312 -0.152 -0.335
0.324 0.181 -0.264
-0.673 -0.147 0.173
0.194 0.079 0.059
0.006 -0.038 -0.018
0.021 0.034 0.022
-0.015 0.057 0.094
0.087 -0.334 -0.014
-0.335 0.634 0.012
-0.196 0.098 -0.034
-0.165 -0.651 -0.503
-0.073 0.580 0.030
-0.138 0.761 -0.092
0.503 -0.474 0.205
0.147 -0.192 0.099
0.145 0.246 0.016
-0.246 -0.419 -0.170
0.139 0.335 -0.025
0.128 -0.036 0.267
0.000 -0.067 -0.002
-0.039 -0.056 -0.206
0.068 0.018 0.267
-0.003 -0.325 0.034
0.083 0.361 0.042
-0.010 0.077 -0.037
0.038 0.004 0.022
0.006 -0.040 -0.186
-0.125 -0.047 0.176
0.121 0.088 0.117
0.117 -0.181 -0.067
-0.093 -0.018 0.098
-0.015 0.098 0.022
-0.006 -0.006 0.038
-0.036 -0.011 -0.048
-0.123 -0.114 -0.175
0.055 0.072 0.043

The relative energy (zero: lowest compared OMol25 entry of this formula, charge and spin) is 2.24 kcal per mole. The value obtained for the total energy is -2053.49596 Ha. Its spin multiplicity is 1. As for the total charge: -2. As for the HOMO energy: -1.892 eV.

2.
Molecular formula: C4H14O5
Method: DFT, ωB97M-V with the def2-TZVPD basis set

CARTESIAN COORDINATES (ANGSTROEM)
O 1.21214 -0.68061 4.19415
H 1.18737 -0.00531 3.51621
H 2.14148 -0.88742 4.29302
C -0.12004 -0.16115 1.50370
C -0.57975 1.11144 0.78330
O -1.20758 2.07272 1.59060
O 0.68292 0.08181 2.59820
H 0.51629 -0.86342 0.96518
H -0.94802 -0.62043 2.04369
H -1.28307 0.67662 0.07311
H 0.27433 1.53688 0.25639
H -2.01655 2.37159 1.16889
H 0.23865 0.74565 3.13068
C 0.20137 -0.11356 -1.81479
C 0.04062 -0.25727 -3.29481
O 0.17448 -1.64296 -3.69146
O -0.80406 -0.73088 -1.09072
H 0.23718 0.91868 -1.46650
H 1.02925 -0.61130 -1.30985
H 0.69379 0.41774 -3.84784
H -0.95074 0.07249 -3.60556
H 0.00467 -1.78540 -4.62554
H -0.72473 -1.64590 -1.37007

Force components x, y, z for each atom (eV/Å):
3.026 -4.170 8.869
3.801 -1.430 3.718
0.269 -0.333 0.700
-0.716 0.197 0.522
-0.166 -1.297 -0.971
0.232 0.025 0.905
-3.910 6.633 -10.296
-0.841 0.151 -0.726
-0.823 -0.627 -1.223
-0.012 0.747 -0.044
0.037 0.295 0.208
0.080 -0.133 0.032
-1.064 0.821 -0.339
1.041 0.074 0.852
-0.261 -0.312 -1.242
0.396 0.409 0.903
-2.172 -1.284 -0.481
-0.055 0.056 -0.781
1.450 0.373 -1.264
0.612 -0.227 0.084
-0.350 0.099 0.421
-0.086 0.365 -0.003
-0.486 -0.434 0.156

The relative energy (zero: lowest compared OMol25 entry of this formula, charge and spin) is 151.34 kcal per mole. The value obtained for the total energy is -536.76391 Ha. Its spin multiplicity is 1. As for the HOMO energy: -8.542 eV.